Record 1
13
Properties=species:S:1:pos:R:3:nbo_charge:R:1 method="wB97M-V/def2-TZVPD" charge=0 de_lowest_ev=0.514 homo_ev=-8.05 total_energy_ha=-340.77600 smiles=Cc1cnc(N)o1
C 2.010 0.418 -0.775 -0.651
C 0.566 0.310 -0.440 0.211
C -0.571 0.832 -0.938 -0.108
N -1.676 0.372 -0.225 -0.530
C -1.148 -0.420 0.650 0.643
N -1.797 -1.247 1.524 -0.817
O 0.196 -0.509 0.618 -0.439
H 2.507 -0.553 -0.689 0.227
H 2.109 0.759 -1.809 0.231
H 2.538 1.130 -0.131 0.221
H -0.682 1.502 -1.780 0.211
H -1.283 -1.562 2.330 0.397
H -2.770 -1.031 1.665 0.404

Record 2
20
Properties=species:S:1:pos:R:3:nbo_charge:R:1 method="wB97M-V/def2-TZVPD" charge=0 de_lowest_ev=1.268 homo_ev=-8.88 total_energy_ha=-382.45592 smiles="C[C@@H](N)C(=O)N(C)C"
C 0.355 -2.445 -0.699 -0.613
C -0.429 -1.200 -0.288 -0.133
N -1.421 -1.536 0.739 -0.822
C 0.513 -0.161 0.350 0.669
O 1.387 -0.511 1.129 -0.643
N 0.242 1.165 0.153 -0.450
C -0.551 1.644 -0.957 -0.413
C 0.972 2.116 1.001 -0.401
H 0.142 -3.280 -0.037 0.222
H 1.410 -2.213 -0.703 0.227
H 0.071 -2.749 -1.701 0.210
H -0.949 -0.702 -1.076 0.191
H -2.047 -0.773 0.942 0.360
H -0.964 -1.899 1.564 0.370
H -0.366 2.706 -1.130 0.212
H -1.625 1.483 -0.841 0.194
H -0.230 1.235 -1.895 0.199
H 2.030 1.879 0.976 0.222
H 0.936 3.068 0.490 0.191
H 0.524 2.170 1.984 0.205

Record 3
12
Properties=species:S:1:pos:R:3:nbo_charge:R:1 method="wB97M-V/def2-TZVPD" charge=0 de_lowest_ev=4.559 homo_ev=-9.18 total_energy_ha=-302.52556
N -1.596 -0.550 0.217 -0.809
C -0.971 0.549 -0.446 -0.355
C 1.461 0.347 0.459 0.128
O 1.108 -0.783 1.063 -0.630
C 1.885 0.043 -0.904 0.123
N 2.345 -0.037 -1.967 -0.273
H -1.893 -0.332 1.160 0.359
H -1.041 -1.399 0.218 0.373
H -0.727 0.297 -1.482 0.210
H -1.585 1.449 -0.405 0.210
H -0.007 0.927 0.045 0.163
H 0.924 -0.548 1.985 0.502

Record 4
24
Properties=species:S:1:pos:R:3:nbo_charge:R:1 method="wB97M-V/def2-TZVPD" charge=0 de_lowest_ev=7.022 homo_ev=-7.00 total_energy_ha=-347.46678
C -0.401 2.545 -1.062 -0.483
N 0.311 1.462 -0.417 -0.247
C 0.084 1.447 2.782 -0.861
C 0.343 -0.127 -2.291 -0.613
C -0.179 0.196 -0.902 -0.124
C 0.172 -1.010 0.040 -0.284
N -0.429 -2.258 -0.374 -0.270
C -0.002 -3.340 0.441 -0.482
H -0.391 2.519 -2.139 0.208
H -1.464 2.564 -0.820 0.217
H 0.073 3.452 -0.773 0.207
H 0.362 1.670 1.731 0.248
H -0.588 2.193 3.252 0.207
H 0.944 1.341 3.427 0.209
H -0.057 0.622 -3.041 0.205
H 1.472 -0.072 -2.289 0.208
H 0.040 -1.125 -2.561 0.239
H -1.281 0.156 -0.951 0.183
H -0.448 0.537 2.726 0.196
H 1.273 -1.024 0.067 0.204
H -0.187 -0.676 1.107 0.209
H 1.056 -3.590 0.370 0.215
H -0.486 -4.295 0.118 0.204
H -0.219 -3.188 1.558 0.204